Run a
The following is a DFT calculation (wB97M-V/def2-TZVPD) of a single C6H11NO molecule.

Structure (XYZ):
```
19
Properties=species:S:1:pos:R:3
C -1.337 1.456 0.425
C 0.044 -1.234 1.627
C -0.249 -0.966 -1.459
C 0.089 1.053 0.301
C 0.708 -0.181 0.818
C 0.661 -0.046 -0.686
N 1.908 0.315 -1.381
O 0.924 1.216 1.432
H 2.470 0.905 -0.763
H 1.699 0.880 -2.202
H -1.962 1.003 -0.349
H -1.752 1.208 1.407
H -1.408 2.542 0.307
H 0.243 -1.068 2.691
H -1.041 -1.249 1.487
H 0.433 -2.220 1.360
H 0.248 -1.925 -1.640
H -1.191 -1.164 -0.942
H -0.489 -0.526 -2.433
```

Output
Gap between HOMO and LUMO in eV: 8.88

Run b
The following is a DFT calculation (wB97M-V/def2-TZVPD) of 2 unconnected molecules or ions with the total composition C6H11NO.

Structure (XYZ):
```
19
Properties=species:S:1:pos:R:3
C -0.077 -1.804 1.306
C -0.371 -2.379 0.146
C 1.466 -3.126 2.343
N 1.157 -1.960 1.968
H -0.733 -1.107 1.814
H 0.357 -3.024 -0.331
H -1.326 -2.236 -0.333
H 2.421 -3.265 2.835
H 0.790 -3.968 2.184
C 1.012 1.807 -0.909
C -0.093 2.678 -1.453
C -1.375 2.411 -1.256
O -2.364 3.184 -1.817
H 1.603 2.371 -0.185
H 0.574 0.933 -0.427
H 1.665 1.480 -1.718
H 0.192 3.507 -2.090
H -1.682 1.653 -0.546
H -3.215 2.844 -1.532
```

Output
Gap between HOMO and LUMO in eV: 9.33

Run c
The following is a DFT calculation (wB97M-V/def2-TZVPD) of a single C6H11NO molecule.

Structure (XYZ):
```
19
Properties=species:S:1:pos:R:3
O -0.952 -0.553 0.277
C 0.358 -0.160 0.596
C 1.097 0.581 -0.291
N -0.061 -0.961 2.860
C 1.033 -0.571 1.916
C -1.270 -0.599 -1.190
C 0.515 1.032 -1.621
C -1.009 0.758 -1.749
H 2.101 0.852 0.006
H -0.820 -1.347 2.542
H -0.201 -0.363 3.634
H 1.725 0.169 2.379
H 1.578 -1.593 1.796
H -2.294 -0.818 -1.464
H -0.680 -1.316 -1.764
H 1.096 0.525 -2.389
H 0.728 2.141 -1.665
H -1.425 0.748 -2.742
H -1.520 1.475 -1.130
```

Output
Gap between HOMO and LUMO in eV: 9.23

Here is how they stack up, most stable first: run c, run b, run a.

Run a
The following is a DFT calculation (wB97M-V/def2-TZVPD) of a single C6H11NO molecule.

Structure (XYZ):
```
19
Properties=species:S:1:pos:R:3
C 0.328 -1.432 -1.830
C 0.615 0.859 -0.403
C -0.545 0.144 0.167
C 1.894 1.037 0.424
C -0.305 -0.731 1.409
C -2.006 0.566 -0.124
N 0.269 -0.470 -0.861
O -0.471 -2.326 -1.907
H 1.229 -1.325 -2.366
H 0.540 1.646 -1.198
H 2.534 0.196 0.540
H 1.609 1.091 1.464
H 2.513 1.806 0.089
H 0.280 -1.636 1.149
H -1.388 -1.114 1.724
H 0.018 -0.229 2.328
H -2.222 0.628 -1.110
H -2.184 1.475 0.401
H -2.707 -0.187 0.103
```

Output
Gap between HOMO and LUMO in eV: 10.04

Run b
The following is a DFT calculation (wB97M-V/def2-TZVPD) of a single C6H11NO molecule.

Structure (XYZ):
```
19
Properties=species:S:1:pos:R:3
C 0.570 -0.984 -0.663
N -0.569 -1.885 -0.387
C -0.238 -3.222 -0.400
O -1.139 -4.030 -0.214
C 0.179 0.442 -1.041
C -0.690 1.165 -0.014
C 0.201 1.640 1.115
C 0.258 2.883 1.550
H 1.121 -1.500 -1.445
H 1.302 -0.903 0.153
H -1.524 -1.662 -0.185
H 0.794 -3.561 -0.512
H -0.260 0.430 -2.038
H 1.186 0.887 -1.148
H -1.439 0.439 0.325
H -1.241 2.035 -0.384
H 0.920 0.954 1.588
H -0.418 3.706 1.365
H 0.985 3.166 2.333
```

Output
Gap between HOMO and LUMO in eV: 10.51

Run c
The following is a DFT calculation (wB97M-V/def2-TZVPD) of a single C6H11NO molecule.

Structure (XYZ):
```
19
Properties=species:S:1:pos:R:3
C 1.194 0.675 -1.126
C -1.647 -0.800 0.975
C 0.848 -0.790 1.448
C -0.023 -0.178 -0.824
C -0.275 -0.371 0.526
N -1.030 -0.100 -1.798
C 0.993 1.941 -0.355
O 0.234 2.006 0.614
H -1.957 -0.382 -1.513
H -0.771 -0.455 -2.707
H 1.635 2.793 -0.636
H 2.120 0.195 -0.788
H 1.272 0.912 -2.189
H -2.076 -1.542 0.299
H -1.626 -1.291 1.946
H 1.594 -0.005 1.550
H 1.358 -1.689 1.095
H 0.486 -0.968 2.459
H -2.330 0.049 1.026
```

Output
Gap between HOMO and LUMO in eV: 8.16

Here is how they stack up, most stable first: run b, run c, run a.

Run a
The following is a DFT calculation (wB97M-V/def2-TZVPD) of 2 unconnected molecules or ions with the total composition C6H11NO.

Structure (XYZ):
```
19
Properties=species:S:1:pos:R:3
C 1.138 1.229 1.925
C -0.119 0.782 1.950
C -1.968 -0.907 -0.617
C 0.066 0.126 -1.620
C 0.231 -2.044 -0.548
C -0.487 -0.984 -0.931
N 1.734 2.335 1.370
O -1.067 0.078 1.881
H 1.565 0.997 2.914
H -2.166 -0.325 0.302
H -2.559 -0.361 -1.425
H -2.208 -1.985 -0.487
H 1.134 0.066 -1.568
H -0.404 1.048 -1.424
H -0.001 -0.087 -2.766
H 1.207 -2.236 -0.965
H 2.725 2.375 1.503
H -0.228 -2.852 -0.042
H 1.409 2.745 0.548
```

Output
Gap between HOMO and LUMO in eV: 8.14

Run b
The following is a DFT calculation (wB97M-V/def2-TZVPD) of a molecular structure, C6H11NO.

Structure (XYZ):
```
19
Properties=species:S:1:pos:R:3
C 0.345 -0.489 -0.059
C -0.914 -0.830 -0.635
C -1.826 0.106 -0.055
C -0.877 1.157 0.622
C 0.319 0.931 -0.187
C 1.831 -0.419 -0.461
H 0.878 -1.717 1.521
H -1.252 -1.946 -0.618
H -0.718 -0.607 -1.631
H -2.349 0.379 -0.909
H -2.642 -0.300 0.589
H -0.767 0.747 1.658
H -1.161 2.229 0.581
H 0.406 1.258 -1.245
H 2.017 1.043 1.010
H 2.500 -1.309 -0.005
H 1.977 -0.406 -1.565
N 1.799 1.052 0.037
O 0.434 -0.877 1.353
```

Output
Gap between HOMO and LUMO in eV: 9.95

Run c
The following is a DFT calculation (wB97M-V/def2-TZVPD) of 2 unconnected molecules or ions with the total composition C6H11NO.

Structure (XYZ):
```
19
Properties=species:S:1:pos:R:3
C 1.395 -1.219 -0.590
C 0.784 -0.307 0.429
C -0.677 -0.917 0.885
C -1.525 -0.424 -0.174
C -1.078 1.111 -0.065
C 0.563 1.085 -0.358
H 2.849 -1.336 -0.491
H 1.105 -2.427 -0.219
H 0.831 -0.896 -1.608
H 1.518 -0.472 1.393
H -0.441 -1.989 0.847
H -0.896 -0.466 2.049
H -1.245 -0.822 -1.192
H -2.971 0.853 0.341
H -1.287 1.536 0.949
H 1.009 0.887 -1.488
H 1.292 2.795 -0.615
N -2.443 0.689 -0.472
O 1.217 2.318 0.380
```

Output
Gap between HOMO and LUMO in eV: 9.04

Here is how they stack up, most stable first: run a, run b, run c.

Run a
The following is a DFT calculation (wB97M-V/def2-TZVPD) of a molecular structure, C6H11NO.

Structure (XYZ):
```
19
Properties=species:S:1:pos:R:3
C -2.481 -0.329 0.293
C -0.914 -0.823 0.440
C 0.262 -0.542 -0.433
C 1.480 -0.926 -0.736
C 1.130 1.207 0.172
C 0.096 0.259 0.755
H -2.185 1.580 -0.610
H -2.652 0.575 1.334
H -3.425 -0.990 -0.170
H -0.970 -1.774 1.060
H -0.046 0.264 -1.226
H 1.542 -1.266 -1.905
H 2.122 -1.489 -0.099
H 2.906 -0.005 0.800
H 0.981 1.613 -0.865
H 1.561 1.842 0.897
H 0.776 -0.088 1.622
N 2.286 0.268 -0.325
O -2.468 0.625 -1.003
```

Output
Gap between HOMO and LUMO in eV: 9.50

Run b
The following is a DFT calculation (wB97M-V/def2-TZVPD) of 2 unconnected molecules or ions with the total composition C6H11NO.

Structure (XYZ):
```
19
Properties=species:S:1:pos:R:3
C -1.158 -2.335 1.131
C -0.493 -1.005 0.916
C 0.826 -0.876 0.528
N 1.031 0.413 0.132
C -0.119 1.166 0.205
C -1.091 0.271 0.685
C -0.227 2.640 0.485
H -0.836 -2.992 1.956
H -2.234 -2.395 1.306
H -0.998 -2.791 0.134
H 1.638 -1.562 0.696
H 1.995 0.707 0.182
H -2.104 0.631 0.563
H -0.455 2.723 1.544
H 0.730 3.110 0.169
H -0.968 3.220 -0.078
H 0.677 -0.998 -2.690
H 1.586 0.065 -2.570
O 0.937 -0.225 -3.229
```

Output
Gap between HOMO and LUMO in eV: 8.69

Run c
The following is a DFT calculation (wB97M-V/def2-TZVPD) of a molecular structure, C6H11NO.

Structure (XYZ):
```
19
Properties=species:S:1:pos:R:3
C 1.187 -0.478 -1.124
C -0.215 -1.197 -0.491
C -1.595 0.977 0.238
C 0.250 0.749 1.968
C -0.620 0.066 0.942
N 1.148 -0.105 -2.466
C -0.699 -1.322 0.893
O 1.038 -1.808 -0.815
H 1.804 0.116 -0.456
H -0.918 -1.219 -1.319
H 1.008 -0.865 -3.120
H 1.860 0.536 -2.773
H -0.048 -1.886 1.555
H -2.034 1.666 0.962
H -2.418 0.427 -0.215
H -1.096 1.568 -0.530
H 0.614 1.724 1.638
H 1.097 0.127 2.255
H -0.364 0.923 2.859
```

Output
Gap between HOMO and LUMO in eV: 7.72

Run d
The following is a DFT calculation (wB97M-V/def2-TZVPD) of a single C6H11NO molecule.

Structure (XYZ):
```
19
Properties=species:S:1:pos:R:3
C 0.674 2.138 -1.421
O -0.421 3.030 -1.888
C 0.014 0.839 -0.688
C 0.477 -0.527 -1.145
C 0.078 -1.535 -0.045
C 0.296 -1.406 1.277
N -0.257 -2.327 2.176
C -1.100 -1.956 3.056
H 1.212 1.963 -2.264
H 1.179 2.665 -0.549
H -0.150 3.432 -2.745
H 0.158 0.943 0.378
H -1.079 0.982 -0.923
H 1.516 -0.532 -1.544
H -0.008 -1.039 -2.006
H -0.613 -2.313 -0.440
H 1.073 -0.777 1.731
H -1.531 -0.872 3.178
H -1.517 -2.707 3.861
```

Output
Gap between HOMO and LUMO in eV: 9.55

Here is how they stack up, most stable first: run b, run d, run c, run a.